7
Properties=species:S:1:pos:R:3:forces:R:3:lowdin_charge:R:1 method="wB97M-V/def2-TZVPD" charge=+3 orbital_gap_ha=0.3019 de_lowest_kj_mol=0.0 homo_ev=-30.75 total_energy_ev=-8809.5187
Tl -11.367572 6.352418 -25.086199 -0.51 1.00 -0.44 2.093
O -10.915344 8.082395 -23.941018 -0.97 -1.55 -0.17 0.121
H -10.658931 8.941687 -24.275863 0.49 1.58 -1.29 0.172
H -10.505582 8.029255 -23.077595 0.73 -0.46 1.80 0.166
O -12.857737 6.993968 -26.480573 1.30 -1.21 0.61 0.113
H -12.764870 7.782974 -27.014495 0.76 1.44 -1.06 0.165
H -13.803053 6.881903 -26.380361 -1.80 -0.80 0.55 0.169


14
Properties=species:S:1:pos:R:3:forces:R:3:lowdin_charge:R:1 method="wB97M-V/def2-TZVPD" charge=+1 orbital_gap_ha=0.3370 de_lowest_kj_mol=407.8 homo_ev=-15.76 total_energy_ev=-8268.5503
C -0.202700 -2.261145 -0.668437 -2.08 -0.92 -3.54 0.131
C -0.258024 -1.556246 0.431134 1.80 0.56 3.85 -0.176
C 1.066144 0.773361 0.529090 -0.66 -2.15 -0.37 -0.098
C 0.304469 -0.257963 0.531377 0.43 -0.98 -0.27 0.100
C 0.837530 2.135861 0.077727 0.39 2.18 1.33 -0.050
N -3.059872 0.245091 -0.214874 2.68 0.38 -0.35 0.139
N -1.968018 0.391397 -0.333954 -3.15 0.11 0.26 0.067
H -0.810660 -3.163625 -0.668248 0.84 -0.58 0.24 0.104
H -0.019504 -1.951019 -1.720169 0.50 0.29 1.09 0.124
H -0.424014 -2.141405 1.388428 -0.49 1.22 -1.06 0.156
H 2.068466 0.327149 0.700962 -0.04 0.43 0.19 0.189
H 1.454829 2.827455 0.724438 -0.82 -0.57 -0.72 0.122
H 1.241001 2.216579 -0.919923 -0.09 0.15 -0.44 0.101
H -0.229646 2.414509 0.142450 0.69 -0.12 -0.22 0.090


70
Properties=species:S:1:pos:R:3:forces:R:3:lowdin_charge:R:1 method="wB97M-V/def2-TZVPD" charge=-1 orbital_gap_ha="0.2512 / 0.2160" de_lowest_kj_mol=158.9 homo_ev="-4.37 / -4.30" multiplicity=2 total_energy_ev=-55406.2638
Ag -1.966353 -1.216401 1.054240 -0.81 -0.13 1.14 0.500
C -4.253553 -0.916501 4.514440 0.50 0.03 -0.75 -0.287
Si -2.611853 -1.238601 3.500940 0.07 -0.01 1.09 0.525
C -1.966153 -2.795001 4.483940 -0.09 0.45 -0.67 -0.260
C -1.402753 0.101799 4.246340 -0.38 -0.41 -0.46 -0.322
C -1.760553 1.081899 5.164540 -0.18 -0.10 -0.01 -0.120
C -0.844253 2.002199 5.645740 0.04 0.18 0.13 -0.116
C 0.468647 1.968399 5.209640 0.05 0.09 0.04 -0.123
C 0.850047 1.005999 4.287440 0.22 0.00 -0.04 -0.105
C -0.076053 0.092199 3.816940 0.08 -0.12 -0.02 -0.135
H -4.070153 -0.987701 5.583740 0.17 -0.02 0.18 0.008
H -5.011353 -1.652601 4.263940 -0.13 -0.19 -0.11 -0.005
H -4.673953 0.061899 4.304940 -0.14 0.25 -0.05 -0.004
H -1.905053 -2.605401 5.553640 -0.08 0.22 0.16 0.012
H -0.978453 -3.064101 4.126240 0.23 -0.09 -0.11 -0.011
H -2.602753 -3.661201 4.332240 -0.20 -0.19 -0.10 0.002
H -2.782153 1.122599 5.510740 -0.17 0.06 0.11 0.079
H -1.156353 2.752799 6.361940 -0.01 0.03 0.03 0.090
H 1.188147 2.685699 5.583040 0.03 0.04 0.00 0.088
H 1.874747 0.976099 3.934940 0.01 -0.04 -0.01 0.094
H 0.234347 -0.666501 3.105640 0.07 -0.01 -0.09 0.076
C 1.676947 5.486099 -4.375660 -0.04 0.01 0.02 -0.063
C 1.233747 4.290499 -3.582060 -0.01 0.09 -0.01 -0.288
C 1.850047 3.060799 -3.740460 -0.01 0.03 0.00 -0.033
C 1.450247 1.959099 -2.998760 0.09 -0.25 -0.03 -0.316
C 2.165547 0.655999 -3.211160 0.15 -0.01 -0.05 -0.091
C 0.410747 2.045899 -2.067660 0.20 -0.31 0.21 -0.297
Te 0.042647 0.194099 -0.698060 0.14 1.57 -0.77 1.503
N -0.085553 -1.761401 0.130240 -0.50 0.19 -0.48 -0.330
C 0.496947 -2.644801 0.884840 0.23 -1.00 0.60 -0.688
O -0.158953 -3.401501 1.630840 0.38 -0.12 0.05 -0.061
C 1.985347 -2.812401 0.767040 0.12 -0.06 -0.08 -0.148
C 2.525947 -4.090001 0.871440 -0.11 -0.01 0.03 -0.026
C 3.879847 -4.294701 0.673440 0.05 -0.09 -0.01 -0.093
C 4.707647 -3.222501 0.380940 0.16 -0.05 0.01 -0.108
C 4.180847 -1.943801 0.310440 0.18 0.05 0.01 -0.093
C 2.828247 -1.740101 0.506340 -0.10 0.10 0.02 -0.065
C -1.200853 -0.534201 -2.259160 -0.10 0.00 0.03 -0.413
C -2.280953 0.277799 -2.584060 -0.02 0.21 0.06 -0.141
C -3.216953 -0.100401 -3.527360 -0.11 0.04 -0.03 -0.096
C -3.081753 -1.322801 -4.161460 -0.05 -0.08 -0.06 -0.097
C -1.999753 -2.128001 -3.860060 -0.12 0.01 -0.09 -0.060
C -1.044053 -1.751001 -2.921260 0.23 -0.13 0.09 -0.304
C 0.099847 -2.678601 -2.661760 0.09 -0.24 0.04 -0.072
C -0.192053 3.292599 -1.899060 -0.23 -0.11 0.21 -0.317
C -1.293953 3.506699 -0.896860 -0.06 -0.03 0.11 -0.087
C 0.207747 4.387499 -2.658760 0.10 -0.03 -0.08 -0.035
H 2.515347 5.232499 -5.021260 0.04 0.02 -0.07 0.066
H 1.989647 6.295999 -3.716660 0.02 0.07 0.01 0.074
H 0.863847 5.861599 -4.996960 -0.01 0.06 -0.07 0.075
H 2.664647 2.962499 -4.449560 0.04 -0.02 -0.04 0.105
H 2.995447 0.777099 -3.907060 0.04 -0.04 -0.03 0.071
H 1.483947 -0.090501 -3.619760 -0.01 -0.12 0.02 0.067
H 2.558747 0.275099 -2.265060 0.02 -0.09 -0.11 0.048
H 1.870547 -4.917601 1.105640 -0.09 0.03 0.01 0.113
H 4.289647 -5.295601 0.739740 0.00 0.01 0.01 0.096
H 5.764747 -3.383501 0.219440 0.07 0.00 -0.02 0.093
H 4.824447 -1.101701 0.094740 0.05 0.05 0.02 0.098
H 2.426147 -0.735001 0.459640 0.03 -0.10 -0.03 0.048
H -2.382453 1.234499 -2.091760 -0.07 0.07 0.06 0.078
H -4.054953 0.546699 -3.752760 0.01 0.03 0.00 0.098
H -3.815653 -1.651101 -4.885160 -0.03 0.00 -0.05 0.095
H -1.890053 -3.083201 -4.358760 0.04 -0.02 -0.03 0.105
H 0.218947 -3.378201 -3.489160 0.03 0.03 -0.06 0.076
H -0.078753 -3.248201 -1.750660 0.05 -0.03 -0.02 0.074
H 1.033447 -2.136501 -2.516260 0.06 0.00 0.03 0.059
H -1.480153 2.605299 -0.310560 -0.06 0.14 -0.01 0.021
H -2.218853 3.797799 -1.399460 -0.07 -0.03 0.02 0.079
H -1.033053 4.312799 -0.209160 -0.03 0.00 0.06 0.079
H -0.287353 5.340799 -2.516360 -0.07 0.11 0.05 0.115